No. 1
38
Properties=species:S:1:pos:R:3 method="wB97M-V/def2-TZVPD" energy_ha=-1302.7101 smiles="COc1ccccc1NC(=S)NCCc1ccc(F)cc1" relative_energy_kj_mol=54.1 max_force_ev_per_a=0.741 homo_lumo_gap_ev=8.267
C 2.43446 -0.99013 -2.36223
O 1.93002 -0.62450 -1.09865
C 2.65190 -0.95353 0.02641
C 3.90289 -1.55154 -0.02932
C 4.57893 -1.90642 1.12537
C 4.00187 -1.67274 2.35842
C 2.76237 -1.06774 2.42403
C 2.07053 -0.67786 1.27808
N 0.80047 -0.12083 1.47656
C 0.15397 0.96443 0.95884
S -1.21555 1.45727 1.75122
N 0.68641 1.62304 -0.08518
C -0.05148 2.61371 -0.82617
C -0.77631 2.00808 -2.04216
C -1.82004 1.02667 -1.59143
C -1.49533 -0.30926 -1.39169
C -2.43238 -1.20221 -0.90489
C -3.70285 -0.74049 -0.62021
F -4.62597 -1.60905 -0.15203
C -4.05774 0.58166 -0.81187
C -3.10717 1.45933 -1.29666
H 1.67263 -0.69027 -3.08141
H 2.58905 -2.07011 -2.43361
H 3.36941 -0.46864 -2.59020
H 4.35945 -1.76048 -0.98320
H 5.54843 -2.37337 1.05079
H 4.51144 -1.95647 3.26567
H 2.30578 -0.88108 3.38512
H 0.38256 -0.39034 2.36024
H 1.39855 1.13154 -0.60867
H 0.65147 3.38302 -1.15886
H -0.78017 3.05934 -0.14553
H -0.04255 1.51394 -2.68338
H -1.23817 2.82031 -2.60482
H -0.49573 -0.65810 -1.60261
H -2.18631 -2.23907 -0.73723
H -5.05649 0.90991 -0.57214
H -3.36571 2.49843 -1.43700

---

No. 2
47
Properties=species:S:1:pos:R:3 method="wB97M-V/def2-TZVPD" energy_ha=-2015.5426 max_force_ev_per_a=1.473 charge=-2 homo_lumo_gap_ev=6.180
Pb -0.19500 0.89880 -0.98880
C 1.99470 -0.72220 -4.11750
O 3.36140 -0.89260 -3.78470
C 3.69990 -0.88780 -2.44250
C 4.81340 -1.61790 -2.10050
C 5.24850 -1.69160 -0.77710
C 4.51710 -1.06410 0.19990
C 3.37960 -0.30170 -0.10290
C 2.68800 0.31380 0.98670
N 1.57180 0.95510 0.94430
N 1.16070 1.50680 2.12120
C -0.11720 1.79140 2.18600
O -1.01600 1.46840 1.35780
C -0.54230 2.50340 3.41930
C 0.14400 2.38070 4.62290
C -0.35340 2.96630 5.77130
C -1.52890 3.70060 5.72910
C -2.19700 3.85700 4.52390
C -1.71020 3.25790 3.38020
C 2.97480 -0.12170 -1.46580
O 2.07750 0.70040 -1.83420
H 1.91690 -1.00780 -5.16950
H 1.67080 0.31060 -3.97930
H 1.35180 -1.36800 -3.51450
H 5.35220 -2.13570 -2.88310
H 6.14340 -2.25160 -0.53520
H 4.82460 -1.14460 1.23730
H 3.16410 0.19410 1.97060
H 1.05680 1.80780 4.63140
H 0.17130 2.83770 6.71090
H -1.92840 4.14020 6.63590
H -3.10860 4.44010 4.48420
H -2.22590 3.34890 2.43680
N -0.85810 -1.74620 1.31910
N -2.20710 -1.82720 1.66530
C -3.26100 -1.17390 1.15590
N -4.47220 -1.48830 1.77450
S -3.26470 -0.05880 -0.06090
H -0.74640 -1.93090 0.29320
H -0.53110 -0.78880 1.45130
H -2.37850 -2.49040 2.41210
H -4.59670 -2.45760 2.03670
H -5.25130 -1.11570 1.25060
F -0.55570 2.77570 -2.18070
O -1.71410 -3.56380 -2.00720
N -1.25140 -2.44510 -2.32300
O -0.62880 -1.80290 -1.40170

---

No. 3
49
Properties=species:S:1:pos:R:3 method="wB97M-V/def2-TZVPD" energy_ha=-11679.5536 relative_energy_kj_mol=0.0 max_force_ev_per_a=0.652 charge=+2 homo_lumo_gap_ev="5.119 / 5.322"
Re -0.57891 -0.23950 0.70109
I 1.68762 1.26312 -6.56679
C 1.19265 1.12449 -4.55780
C 1.54417 2.15395 -3.68698
C 1.21168 2.05179 -2.34847
I 1.78098 3.55651 -1.01740
C 0.53149 0.93491 -1.88283
O 0.21218 0.84882 -0.57402
C 0.17904 -0.09577 -2.74351
C -0.62803 -1.25551 -2.23533
N -0.24619 -1.71530 -0.85985
C 1.14410 -2.23746 -0.84535
C 1.89024 -1.88153 0.40802
C 3.11272 -2.46399 0.68206
C 3.80562 -2.08753 1.81948
C 3.24777 -1.13669 2.66178
C 2.02294 -0.59856 2.33975
N 1.35034 -0.95667 1.22729
C 0.51848 0.00477 -4.08501
H 2.07593 3.02109 -4.05240
H -0.52315 -2.10234 -2.91660
H -1.68681 -1.00349 -2.19800
H -0.90139 -2.48259 -0.67541
H 1.68010 -1.79986 -1.69053
H 1.14049 -3.31879 -0.99129
H 3.51150 -3.20951 0.00743
H 4.76225 -2.53672 2.04943
H 3.74360 -0.82242 3.56835
H 1.52854 0.10596 2.98921
H 0.24907 -0.79208 -4.76665
O -4.00439 -0.83163 0.63374
C -3.56912 0.07890 -0.11869
O -2.38408 0.48526 -0.13166
H -4.26180 0.58521 -0.79925
N -0.78510 4.09905 1.96487
C -0.49527 3.33635 3.22451
C -0.49232 1.83222 2.95393
O -0.25981 1.06432 3.85299
O -0.74820 1.55870 1.70950
H -0.65313 5.10453 2.08891
H -1.74450 3.93334 1.65555
H -0.18006 3.77096 1.19755
H -1.24727 3.58402 3.97041
H 0.47977 3.64347 3.59716
Se -3.25232 -3.49930 -1.53786
Sb -4.59293 -2.90245 0.29755
Se -1.55469 -1.66146 2.18596
Se -3.05493 -3.31974 2.45366
Se -6.75888 -3.19086 1.04151